1.
ORCA calculation (ωB97M-V/def2-TZVPD) on one molecule with the formula CH4N2O4.

```
11
Properties=species:S:1:pos:R:3:forces:R:3
N -0.56406 -0.55101 -0.60860 0.69 -0.58 -0.68
N -0.12056 0.54658 0.15651 -0.68 -0.91 -0.13
C 1.29982 0.56165 0.45019 -1.20 -0.59 -1.25
O -0.47531 -1.77927 0.13312 -0.52 0.40 0.42
O -1.93533 -0.33709 -0.77877 0.28 0.14 0.57
O 1.61381 1.84226 0.51177 -2.25 1.48 0.02
O 2.02751 -0.38443 0.43627 -0.01 0.25 0.26
H 0.46269 -2.02051 0.07651 0.00 0.25 -0.17
H -2.18863 -0.88283 -1.53634 0.33 0.04 0.06
H 0.65368 2.21219 0.26007 3.17 -0.24 0.59
H -0.77362 0.79245 0.89927 0.20 -0.24 0.30
```
Positions in Å, forces in eV/Å.

Summary:
Multiplicity: 1
Strongest force on any atom, eV/A: 3.2
Energy relative to the best compared isomer or geometry (same formula, charge and spin), kJ/mol: 117.5
SMILES string: O=C(O)NN(O)O
HOMO-LUMO gap, eV: 10.37
LUMO, hartree: 0.02035

2.
ORCA calculation (ωB97M-V/def2-TZVPD) on an isolated ion of composition C2H6N2P and charge +1.

```
11
Properties=species:S:1:pos:R:3:forces:R:3
C -0.33331 -0.60549 -0.91067 0.39 1.18 1.80
C 1.05701 0.90621 0.38223 -3.18 0.96 2.16
N -1.26617 -0.56161 0.04103 1.81 -0.04 -0.66
N 0.77617 0.03712 -0.71580 1.38 -0.68 0.84
P -1.00134 0.13663 1.65683 2.16 -0.04 -1.25
H -0.34841 -1.08320 -1.85929 -1.07 -0.48 -0.67
H 1.99534 1.00107 1.03224 -1.32 -0.89 -1.50
H 0.63382 1.86319 -0.01574 0.74 -0.19 1.25
H -2.14193 -0.70515 -0.35031 -2.28 -0.78 -0.20
H 1.32597 0.20421 -1.51281 1.08 -0.27 -1.26
H -0.69714 -1.19297 2.25229 0.29 1.22 -0.49
```
Positions in Å, forces in eV/Å.

Summary:
Multiplicity: 1
Strongest force on any atom, eV/A: 4.0
Energy relative to the best compared isomer or geometry (same formula, charge and spin), kJ/mol: 208.4
Total charge: +1
HOMO-LUMO gap, eV: 9.11
LUMO, hartree: -0.18678

3.
ORCA calculation (ωB97M-V/def2-TZVPD) on a 2-piece molecular cluster, C4H5IN overall.

```
11
Properties=species:S:1:pos:R:3:forces:R:3
C 0.60424 1.42100 0.25622 0.76 0.05 0.64
C 1.56352 1.96685 0.75140 -0.01 0.12 -0.13
C -0.55887 0.69683 -0.20285 -0.38 1.56 -0.69
C -0.42244 -2.33809 -0.76318 -0.36 3.17 1.82
N -0.75872 -0.54889 0.38553 1.12 -4.77 -2.17
I 3.13398 2.97858 1.48236 -0.43 -0.31 -0.20
H -1.45307 1.29525 0.09084 -0.02 -0.10 -0.16
H -0.60340 0.66062 -1.30211 -0.15 -0.21 0.27
H -0.58818 -3.18479 -0.12904 -0.17 -0.17 0.45
H -0.69590 -2.16710 -1.78696 -0.20 0.30 -0.24
H -0.22117 -0.78025 1.21780 -0.16 0.36 0.41
```
Positions in Å, forces in eV/Å.

Summary:
Multiplicity: 1
Strongest force on any atom, eV/A: 5.4
Energy relative to the best compared isomer or geometry (same formula, charge and spin), kJ/mol: 578.7
Total charge: +1
HOMO-LUMO gap (alpha / beta), eV: 6.61 / 5.07
LUMO (alpha / beta), hartree: -0.23312 / -0.28853

4.
ORCA calculation (ωB97M-V/def2-TZVPD) on H17Na2O10 as an isolated structure.

```
29
Properties=species:S:1:pos:R:3:forces:R:3
Na -0.47829 -1.90788 -1.14947 -0.51 -5.89 0.49
Na 1.96152 -1.19902 -0.03828 5.91 0.02 -3.76
O 0.13163 -0.74587 -2.75435 -0.99 -3.88 1.27
H -0.19081 -0.64888 -1.83720 -0.21 2.84 -3.76
O -2.30395 -1.29371 -1.33476 -1.02 0.49 0.54
H -1.98430 -0.64543 -0.67742 -1.58 -0.26 -0.70
O 0.25343 -0.50040 0.35830 -3.16 3.89 -9.21
H -0.07171 -0.19388 -0.51053 -1.21 -0.47 0.01
O 1.07018 -2.16065 1.24720 1.23 -7.12 3.81
H 0.44055 -2.56334 1.84523 0.42 -0.37 0.21
H 0.66341 -1.33247 0.99249 -1.06 -2.43 1.11
O -1.63499 -0.97740 1.29474 -3.69 -1.08 2.44
H -1.25092 -1.57439 1.93685 -0.32 0.15 0.40
H -0.88640 -0.64035 0.80257 -1.57 -0.06 0.98
O 0.69532 0.05020 2.33047 1.46 1.90 4.77
H 1.04679 0.93683 2.41150 0.24 0.24 0.69
H 0.71107 -0.12922 1.39036 0.37 1.96 1.76
O 1.47265 1.12490 -0.54658 3.24 2.94 10.09
H 1.48928 1.84733 0.08117 0.13 0.89 0.00
H 0.94954 0.44710 -0.11862 0.61 0.82 0.82
O 1.39724 1.02489 -2.55708 3.35 3.81 -5.05
H 1.44790 1.01330 -1.60129 0.45 0.57 -5.28
H 0.91736 0.22769 -2.78164 -0.74 -1.01 -1.41
O -0.74570 2.19281 0.97585 0.59 1.31 1.75
H -1.54318 2.10070 1.49718 -0.15 -0.09 0.50
H -0.21788 1.42866 1.20759 -0.49 -0.19 0.58
O -1.23478 1.50464 -1.16843 -0.85 -0.48 -1.66
H -1.72004 1.49296 -0.34343 -0.05 -0.02 -0.46
H -0.38490 1.12088 -0.95241 -0.40 1.52 -0.93
```
Positions in Å, forces in eV/Å.

Summary:
Multiplicity: 1
Strongest force on any atom, eV/A: 11.0
Energy relative to the best compared isomer or geometry (same formula, charge and spin), kJ/mol: 634.4
Total charge: -1
HOMO-LUMO gap, eV: 4.71
LUMO, hartree: 0.05648

5.
ORCA calculation (ωB97M-V/def2-TZVPD) on a 6-piece molecular cluster, C21H21Cl8NO2 overall.

```
53
Properties=species:S:1:pos:R:3:forces:R:3
C -3.71992 -3.85318 1.40957 -0.25 -0.08 -0.22
Cl -2.34607 -3.00072 2.08663 0.14 0.06 0.19
Cl -3.88281 -3.37504 -0.29470 -0.03 -0.09 0.04
Cl -3.48131 -5.60105 1.51879 0.00 0.13 0.01
Cl -5.19584 -3.40424 2.27532 0.09 -0.02 -0.01
C 3.33976 4.26334 4.31059 0.05 0.14 -0.27
Cl 3.03990 5.09933 5.82306 -0.04 0.09 0.23
Cl 2.42477 5.05583 3.01566 0.00 -0.01 -0.02
Cl 5.06316 4.33509 3.92612 0.02 -0.02 0.00
Cl 2.83180 2.58789 4.43603 -0.02 -0.21 0.06
C -1.56146 -0.45373 -2.65646 -0.10 0.06 0.36
N -2.37319 0.66449 -2.08575 0.12 -0.20 0.00
O -3.41832 0.35755 -1.55607 0.02 0.14 -0.05
O -1.91961 1.78774 -2.17506 -0.28 -0.04 -0.10
H -2.15856 -0.92678 -3.42713 0.05 0.04 -0.15
H -1.39903 -1.15019 -1.83757 -0.11 -0.01 -0.13
H -0.62348 -0.03526 -2.99695 -0.07 -0.09 -0.26
C 0.40256 1.80735 1.86878 0.35 0.23 -0.38
C 0.31784 0.53575 2.41596 -0.36 0.17 -0.09
C 0.18249 -0.55730 1.57148 0.43 -0.09 0.06
C 0.22753 -0.39059 0.19046 -0.63 0.02 0.11
C 0.31053 0.88266 -0.35561 0.38 0.13 0.14
C 0.41919 1.98154 0.48768 -0.23 -0.04 0.23
H 0.50897 2.69074 2.48609 -0.11 -0.13 0.15
H 0.28482 0.41974 3.49202 0.07 -0.11 -0.01
H 0.09553 -1.54879 1.99934 -0.01 -0.01 -0.07
H 0.05922 -1.24357 -0.45664 0.34 -0.08 0.11
H 0.30721 1.04083 -1.42751 0.09 -0.03 0.16
H 0.46769 2.98594 0.08605 0.07 -0.05 -0.10
C 1.25811 -6.28675 1.39739 -0.05 -0.41 0.03
C 0.57771 -5.15259 0.98364 0.20 -0.03 0.12
C -0.34413 -5.24369 -0.04718 -0.04 0.19 -0.19
C -0.57026 -6.45574 -0.68305 -0.09 -0.11 0.16
C 0.10071 -7.59433 -0.25781 -0.08 -0.05 -0.01
C 1.00590 -7.51200 0.78866 0.19 0.15 -0.02
H 1.97092 -6.26076 2.21191 0.00 0.20 -0.02
H 0.78931 -4.20814 1.46975 -0.13 0.05 -0.05
H -0.89604 -4.36286 -0.35606 0.04 -0.02 -0.02
H -1.29998 -6.53467 -1.47872 0.02 0.09 -0.03
H -0.10196 -8.54739 -0.73066 0.05 0.02 -0.02
H 1.54818 -8.38787 1.12175 -0.08 -0.05 -0.01
C -0.43671 4.66858 -2.04436 -0.02 0.01 0.18
C 0.36995 4.32714 -3.12303 -0.03 -0.27 0.17
C 1.45945 5.11548 -3.45699 0.04 0.34 0.05
C 1.71499 6.27908 -2.73765 -0.10 -0.14 0.24
C 0.90804 6.62018 -1.65322 0.17 0.00 -0.12
C -0.16176 5.80934 -1.29959 -0.03 0.00 -0.25
H -1.26251 4.03235 -1.75006 0.02 0.03 -0.15
H 0.16354 3.41433 -3.66916 -0.01 0.05 -0.04
H 2.11902 4.84163 -4.27016 -0.07 -0.04 -0.06
H 2.55942 6.90317 -3.00028 -0.01 0.01 0.00
H 1.12927 7.51037 -1.07695 -0.03 0.01 -0.04
H -0.80453 6.06979 -0.46835 0.07 0.02 0.05
```
Positions in Å, forces in eV/Å.

Summary:
Multiplicity: 1
Strongest force on any atom, eV/A: 0.6
SMILES string: C[N+](=O)[O-].ClC(Cl)(Cl)Cl.ClC(Cl)(Cl)Cl.c1ccccc1.c1ccccc1.c1ccccc1
HOMO-LUMO gap, eV: 9.49
LUMO, hartree: 0.00779

6.
ORCA calculation (ωB97M-V/def2-TZVPD) on C15H23ClN3O9P2Y as an isolated structure.

```
54
Properties=species:S:1:pos:R:3:forces:R:3
C -5.42284 -4.67789 -0.44346 -0.14 0.00 0.24
C -4.15220 -3.90896 -0.24612 0.41 0.36 2.29
H -5.88944 -4.80825 0.53749 0.12 0.02 -0.19
H -5.22243 -5.66680 -0.87669 0.05 0.33 -0.03
H -6.10981 -4.13043 -1.10046 0.27 -0.15 0.03
O -3.66354 -3.55877 0.80582 -0.75 -0.52 -2.17
Cl -3.32376 -3.48752 -1.77850 0.14 0.17 -0.22
Y -0.17347 -0.18144 -0.81076 0.85 -0.06 0.70
P 0.49685 -2.44704 0.55804 0.90 -1.23 -0.21
C 1.47710 -2.73439 2.05408 -0.07 0.48 0.58
C -0.29306 -4.06147 0.34959 -0.35 -0.12 -0.24
H 0.48191 -4.83755 0.42121 -0.32 0.12 -0.03
H 2.36141 -3.45212 -0.46994 0.16 0.25 -0.48
H -0.82256 -4.11855 -0.60770 0.22 -0.10 0.10
H 1.49373 -2.49822 -1.72338 0.17 -0.20 0.10
H 0.81060 -2.86660 2.91345 0.11 -0.02 -0.11
H -1.05880 -4.19733 1.12242 0.25 0.00 -0.04
C 1.86675 -2.49652 -0.68588 -0.11 -0.05 0.00
H 2.06949 -3.65335 1.92043 -0.19 0.35 -0.02
H 2.57815 -1.66400 -0.56572 -0.23 -0.38 0.08
H 2.12488 -1.87539 2.26938 -0.08 -0.25 -0.05
P -2.39760 1.30190 -0.18989 -1.53 1.66 -0.80
C -2.67021 2.58367 1.06589 0.38 0.05 0.72
C -2.11267 2.39553 -1.64233 0.13 -0.15 -0.18
H -4.14420 0.01597 -1.28876 -0.11 0.20 0.11
H -4.70791 1.65420 -0.80431 0.22 -0.26 0.10
H -4.54428 0.34418 0.40690 0.10 0.09 -0.17
C -4.11215 0.78011 -0.50206 -0.15 -0.59 -0.08
H -2.00616 1.81497 -2.56847 -0.15 0.20 0.05
H -2.98899 3.05005 -1.70932 0.27 -0.02 -0.22
H -3.37152 3.34293 0.68562 0.25 -0.35 -0.01
H -1.72369 3.06845 1.33549 -0.21 -0.01 -0.05
H -1.20402 2.99938 -1.52593 -0.22 -0.02 0.04
H -3.08799 2.14798 1.98049 0.06 0.06 -0.16
C -0.73047 -0.00704 1.66339 -0.99 1.72 3.88
O -1.05686 0.35187 2.70972 1.14 -1.50 -3.36
O 5.42973 5.17455 -1.47189 -0.50 -1.57 1.67
N 5.39755 4.46718 -0.44768 2.98 2.74 -0.26
O 6.22183 4.58217 0.48341 -1.84 -0.58 -1.61
C 4.36745 3.48032 -0.32295 -1.19 -0.76 -0.44
C 3.47052 3.30785 -1.38570 0.64 0.36 0.94
C 2.49289 2.32428 -1.24222 0.06 -0.43 1.16
C 2.38154 1.58691 0.00165 -0.07 -0.54 -0.70
O 1.55684 0.58857 0.11791 -0.88 0.19 -0.38
C 3.27779 1.85894 1.06007 0.10 0.21 -0.85
C 4.32685 2.74304 0.86569 -0.23 -0.11 -0.10
N 3.20420 1.03188 2.26861 1.10 -1.29 2.30
O 4.29542 0.77514 2.82203 -2.30 0.70 -1.41
O 2.10978 0.62270 2.70178 1.58 0.97 -1.11
N 1.60587 2.10765 -2.34728 -0.73 1.09 -2.10
O 1.60694 2.94066 -3.25070 -0.21 -2.26 1.90
O 0.79703 1.07143 -2.43100 1.16 1.43 0.60
H 3.55045 3.94703 -2.26337 0.06 -0.26 0.16
H 5.13712 2.86811 1.58194 -0.32 0.03 0.03
```
Positions in Å, forces in eV/Å.

Summary:
Multiplicity: 1
Strongest force on any atom, eV/A: 4.4
Energy relative to the best compared isomer or geometry (same formula, charge and spin), kJ/mol: 84.8
Total charge: +2
HOMO-LUMO gap, eV: 7.48
LUMO, hartree: -0.29816